(1)
{
  "formula": "C20H33BrN5O6P",
  "method": "ωB97M-V with the def2-TZVPD basis set",
  "spin_multiplicity": 1,
  "smiles": "[H]/N=C(\\C)CN1C(=O)c2c(Br)c(OCCNC[C@@H](C)O)c(O)c([PH2]=N)c2C1=O.COC[C@@H](C)N",
  "relative_energy_ev": 0.0000,
  "lumo_energy_ev": -0.56,
  "species": ["H", "N", "C", "C", "C", "N", "C", "O", "C", "C", "Br", "C", "O", "C", "C", "N", "C", "C", "C", "O", "C", "O", "C", "P", "N", "C", "C", "O", "H", "H", "H", "H", "H", "H", "H", "H", "H", "H", "H", "H", "H", "H", "H", "H", "H", "H", "H", "H", "H", "C", "O", "C", "C", "C", "N", "H", "H", "H", "H", "H", "H", "H", "H", "H", "H", "H"],
  "coordinates": [[3.58167, -1.02739, 3.34489], [3.93034, -0.06728, 3.33094], [4.56695, 0.16394, 2.25970], [4.78076, -0.84594, 1.15925], [5.14914, 1.56663, 2.14141], [4.33655, 2.45465, 1.30378], [3.58617, 3.50124, 1.90457], [4.01081, 4.22890, 2.75626], [2.26112, 3.51709, 1.21910], [1.08165, 4.18110, 1.51329], [0.95332, 5.36676, 2.95458], [-0.05601, 3.92024, 0.75117], [-1.20784, 4.54587, 1.07755], [-2.29556, 3.68848, 1.47010], [-1.94435, 2.83830, 2.69609], [-2.47793, 1.47471, 2.54678], [-1.44273, 0.43621, 2.60920], [-1.87151, -0.81763, 1.85106], [-2.05977, -0.50772, 0.37401], [-0.84264, -1.78157, 2.07444], [0.03808, 3.02676, -0.35187], [-1.09488, 2.84558, -1.08299], [1.22934, 2.35943, -0.65722], [1.35793, 1.09866, -1.95826], [1.20563, -0.37858, -1.46061], [2.32062, 2.62829, 0.15408], [3.69000, 2.03797, 0.13593], [4.19745, 1.38413, -0.73674], [5.58070, -0.56119, 0.47956], [4.96781, -1.82746, 1.59544], [3.86997, -0.91890, 0.55652], [6.18165, 1.53273, 1.78672], [5.15159, 1.99629, 3.14221], [-2.60366, 3.03451, 0.65717], [-3.12644, 4.36091, 1.68688], [-0.85808, 2.78244, 2.79748], [-2.31902, 3.31199, 3.60695], [-3.13389, 1.30220, 3.29671], [-1.18870, 0.15697, 3.63964], [-0.53060, 0.79358, 2.12256], [-2.81459, -1.19747, 2.26790], [-2.93600, 0.12537, 0.24386], [-2.16712, -1.43082, -0.20271], [-1.16335, 0.00643, 0.01662], [-0.55808, -2.12807, 1.22315], [-0.87046, 2.70808, -2.00998], [2.60567, 1.39785, -2.50329], [0.41927, 1.53176, -2.92004], [0.43838, -0.88475, -1.88703], [-2.54144, -1.93216, -2.92320], [-1.78187, -2.88624, -2.20858], [-2.43613, -4.11061, -1.93171], [-2.41602, -5.12394, -3.08160], [-3.37926, -4.79367, -4.21720], [-1.07611, -5.32502, -3.63625], [-3.59853, -1.96785, -2.64300], [-2.44683, -2.06042, -4.00407], [-2.14532, -0.95024, -2.65837], [-1.89261, -4.54174, -1.08728], [-3.46479, -3.91830, -1.59739], [-2.73338, -6.07678, -2.64653], [-2.98615, -4.00377, -4.85772], [-3.52924, -5.67139, -4.84442], [-4.35160, -4.47563, -3.83608], [-0.45412, -5.67661, -2.91497], [-0.69601, -4.41695, -3.88841]],
  "atomic_forces_ev_per_a": [[-0.02, 0.01, 0.00], [-0.03, -0.02, -0.02], [0.00, 0.06, 0.14], [-0.23, 0.07, -0.07], [0.53, 0.08, -0.12], [-0.75, 0.11, 0.09], [0.26, -0.05, 0.11], [-0.18, -0.25, 0.16], [-0.07, -0.14, -0.39], [0.19, -0.06, 0.03], [0.01, 0.05, 0.06], [0.04, -0.39, -0.28], [-0.03, 0.03, -0.32], [-0.21, -0.06, 0.23], [-0.17, -0.26, -0.08], [0.27, 0.14, 0.41], [-0.31, -0.21, -0.09], [0.12, 0.20, -0.05], [0.16, -0.20, 0.25], [-0.11, -0.08, -0.08], [0.00, 0.31, 0.29], [-0.06, 0.18, 0.04], [0.05, 0.21, -0.14], [-0.02, -0.87, 0.43], [-0.11, 0.43, -0.21], [-0.09, 0.38, 0.39], [0.33, 0.16, 0.07], [-0.05, -0.42, -0.01], [0.06, -0.06, 0.08], [0.08, 0.02, -0.03], [0.06, -0.01, 0.01], [-0.07, -0.02, -0.12], [-0.01, 0.09, -0.11], [0.17, -0.03, -0.06], [0.15, 0.08, -0.08], [-0.02, 0.11, 0.03], [0.04, 0.00, -0.05], [-0.10, -0.02, -0.10], [0.09, 0.03, -0.06], [-0.03, 0.07, 0.04], [0.09, -0.04, 0.03], [0.06, 0.02, -0.11], [-0.12, 0.06, 0.03], [-0.07, 0.05, -0.13], [0.02, 0.03, 0.01], [-0.03, -0.11, 0.04], [-0.07, 0.23, -0.22], [0.13, 0.20, -0.14], [0.03, -0.13, 0.13], [0.15, 0.07, 0.04], [0.00, 0.05, -0.06], [0.00, -0.09, 0.10], [0.03, 0.04, -0.11], [-0.05, -0.03, 0.00], [0.02, 0.05, 0.14], [-0.01, -0.02, -0.02], [-0.08, -0.03, 0.00], [-0.04, 0.02, 0.00], [0.02, 0.03, 0.00], [-0.01, -0.01, -0.05], [-0.01, 0.01, 0.04], [0.01, 0.02, 0.02], [0.04, 0.00, -0.01], [0.00, 0.00, 0.00], [-0.02, -0.06, -0.03], [-0.01, -0.02, -0.06]]
}

***

(2)
{
  "formula": "C20H33CrN3S5",
  "method": "ωB97M-V with the def2-TZVPD basis set",
  "spin_multiplicity": 5,
  "lumo_energy_ev": [-5.19, -5.61],
  "charge": 2,
  "species": ["Cr", "C", "C", "S", "C", "C", "S", "C", "C", "S", "C", "C", "S", "H", "H", "H", "H", "H", "H", "H", "H", "H", "H", "H", "H", "H", "H", "H", "H", "N", "C", "C", "C", "C", "C", "C", "C", "H", "H", "H", "H", "H", "C", "N", "C", "C", "S", "N", "C", "C", "H", "H", "H", "H", "H", "H", "H", "H", "H", "H", "H", "H"],
  "coordinates": [[-0.33400, 1.26742, -0.95883], [0.49542, 2.33016, -3.97062], [1.21684, 3.37378, -3.09543], [1.55390, 2.72085, -1.41516], [1.20453, 3.99087, -0.14565], [-0.23094, 4.51346, -0.00818], [-1.49654, 3.31032, -0.52804], [-2.52254, 2.75638, 0.85556], [-3.46972, 1.72865, 0.21692], [-2.68193, 0.47250, -0.89656], [-3.23380, 0.88830, -2.60719], [-2.08472, 0.84501, -3.63449], [-1.30080, 2.49496, -3.73060], [0.81483, 1.31407, -3.73710], [0.72663, 2.52309, -5.01367], [0.65263, 4.30395, -3.01862], [2.19253, 3.59768, -3.51796], [1.89807, 4.81528, -0.29791], [1.50990, 3.46539, 0.75800], [-0.39411, 5.37800, -0.64280], [-0.42947, 4.81090, 1.02021], [-3.08854, 3.59515, 1.25536], [-1.91444, 2.30790, 1.63113], [-4.23849, 2.21443, -0.37865], [-3.95564, 1.15778, 1.00164], [-3.71415, 1.86624, -2.59085], [-3.98419, 0.14578, -2.86782], [-2.49356, 0.60259, -4.61130], [-1.33966, 0.08800, -3.38660], [0.76272, -0.28549, -1.40780], [1.62092, -1.03654, -1.47569], [2.69779, -1.97055, -1.50677], [3.14696, -2.48984, -0.28781], [4.20662, -3.37522, -0.28902], [4.80794, -3.73630, -1.49130], [4.35231, -3.21988, -2.70024], [3.29412, -2.33252, -2.71642], [2.66599, -2.18733, 0.63720], [4.56994, -3.78408, 0.64511], [5.64240, -4.42765, -1.48579], [4.82493, -3.51050, -3.62957], [2.92629, -1.92460, -3.65142], [-1.13924, -2.63428, 0.72017], [-1.11235, -2.37307, 2.15270], [-1.84372, -3.38265, 2.93571], [-0.65372, -1.22488, 2.67844], [-0.38565, 0.21208, 1.75633], [-0.38911, -1.19598, 4.00339], [0.23248, -2.32681, 4.70673], [-0.31649, 0.06281, 4.75132], [-0.77149, -3.64349, 0.53201], [-0.51946, -1.91773, 0.20098], [-2.16102, -2.56127, 0.34135], [-2.71689, -3.68445, 2.35831], [-2.18968, -2.96650, 3.87378], [-1.24320, -4.27137, 3.12714], [0.54075, -3.09621, 4.00683], [-0.42666, -2.76071, 5.45720], [1.12438, -1.95705, 5.21211], [-1.07505, 0.75590, 4.40847], [0.66366, 0.53354, 4.65157], [-0.49449, -0.16629, 5.80021]],
  "atomic_forces_ev_per_a": [[-0.76, 0.66, 0.43], [-0.09, 0.05, 0.16], [-0.02, -0.12, 0.02], [-0.05, -0.01, 0.15], [-0.08, 0.04, -0.17], [0.03, -0.19, 0.01], [-0.05, 0.24, 0.00], [0.02, -0.03, -0.19], [0.07, -0.03, -0.05], [0.11, 0.05, -0.09], [0.14, -0.05, 0.03], [0.02, 0.15, 0.11], [-0.09, 0.06, 0.24], [0.08, -0.01, -0.02], [0.08, 0.01, -0.08], [-0.04, -0.04, -0.04], [0.04, 0.07, -0.05], [0.01, 0.06, 0.04], [0.03, -0.03, 0.08], [-0.01, 0.11, -0.04], [0.05, 0.04, 0.02], [-0.09, 0.00, -0.02], [0.04, -0.07, 0.13], [-0.05, 0.05, -0.02], [-0.06, -0.06, 0.04], [0.01, 0.02, -0.02], [-0.03, 0.00, -0.03], [-0.04, -0.07, -0.05], [-0.02, -0.09, 0.01], [-0.15, -0.30, -0.32], [0.88, -0.86, -0.15], [-0.05, 0.03, 0.10], [-0.09, 0.07, 0.08], [0.06, -0.06, -0.01], [0.00, 0.00, 0.01], [0.06, -0.06, 0.02], [-0.12, 0.09, -0.13], [0.07, -0.03, -0.08], [-0.01, 0.02, -0.05], [-0.06, 0.04, 0.00], [-0.02, 0.01, 0.05], [0.05, -0.03, 0.08], [-0.07, 0.05, 0.11], [-0.01, -0.14, 0.04], [0.09, 0.14, -0.12], [0.07, 0.09, 0.15], [0.02, -0.01, 0.00], [-0.05, 0.02, -0.02], [-0.06, 0.06, -0.09], [0.10, -0.14, -0.13], [0.00, -0.01, 0.03], [0.10, 0.09, -0.05], [0.00, 0.01, -0.01], [0.00, 0.02, -0.03], [0.04, 0.09, 0.09], [0.05, 0.02, 0.01], [-0.04, -0.02, -0.07], [-0.06, 0.00, -0.01], [0.01, 0.02, -0.01], [-0.06, 0.02, -0.05], [0.01, -0.03, -0.02], [-0.01, -0.01, 0.00]]
}

***

(3)
{
  "formula": "C20H33N3O3",
  "method": "ωB97M-V with the def2-TZVPD basis set",
  "spin_multiplicity": 1,
  "smiles": "CNC(=O)[C@H](CC(C)C)NC(C)=O.NCCC1(c2ccccc2)COC1",
  "relative_energy_ev": 3.0770,
  "lumo_energy_ev": 0.59,
  "species": ["C", "N", "C", "O", "C", "C", "C", "C", "C", "N", "C", "C", "O", "H", "H", "H", "H", "H", "H", "H", "H", "H", "H", "H", "H", "H", "H", "H", "H", "H", "H", "N", "C", "C", "C", "C", "C", "C", "C", "C", "C", "C", "O", "C", "H", "H", "H", "H", "H", "H", "H", "H", "H", "H", "H", "H", "H", "H", "H"],
  "coordinates": [[-0.44001, 5.32493, -3.29531], [-0.53252, 4.98168, -1.87441], [-0.91805, 3.85257, -1.26075], [-1.03085, 3.90383, -0.04252], [-1.23983, 2.51702, -1.99609], [-0.67970, 1.28788, -1.24124], [-1.20847, -0.07947, -1.71955], [-0.38429, -1.21176, -1.10485], [-2.66929, -0.28930, -1.31130], [-0.78593, 2.43669, -3.39306], [-1.51157, 2.34382, -4.50671], [-3.02281, 2.27005, -4.43741], [-0.95664, 2.33802, -5.59295], [-1.36913, 5.07230, -3.80945], [0.39390, 4.79829, -3.76360], [-0.27313, 6.39817, -3.40212], [-0.34354, 5.72901, -1.22328], [-2.32513, 2.44944, -1.96722], [0.40634, 1.29835, -1.34025], [-0.91506, 1.37970, -0.18089], [-1.12833, -0.15383, -2.80366], [0.65836, -1.11488, -1.40710], [-0.44138, -1.16661, -0.01663], [-0.76220, -2.17469, -1.44791], [-3.30489, 0.47308, -1.75520], [-3.01028, -1.26610, -1.65366], [-2.76190, -0.23957, -0.22569], [0.20900, 2.46955, -3.55052], [-3.41917, 2.26972, -5.45197], [-3.31453, 1.34832, -3.94116], [-3.41058, 3.13163, -3.89817], [0.84256, -5.51706, 3.45459], [1.19506, -4.90067, 2.17195], [0.74108, -3.43744, 2.11104], [1.37996, -2.44505, 3.13123], [1.57400, -1.09418, 2.44828], [0.70989, -0.00268, 2.65447], [0.92336, 1.21369, 1.99553], [1.98512, 1.34963, 1.09903], [2.83254, 0.26690, 0.85774], [2.62915, -0.94128, 1.53133], [2.62216, -2.88210, 3.94558], [1.88159, -2.88904, 5.16245], [0.69049, -2.45662, 4.51439], [1.14160, -6.49131, 3.49719], [-0.15481, -5.43113, 3.64747], [2.27398, -4.96793, 1.99855], [0.70515, -5.45404, 1.36342], [-0.34648, -3.40224, 2.22672], [0.95542, -3.09336, 1.09464], [-0.14157, -0.08204, 3.32115], [0.25517, 2.05348, 2.16893], [2.14350, 2.29565, 0.58962], [3.65548, 0.36655, 0.15652], [3.29870, -1.77376, 1.33842], [3.43322, -2.14673, 3.95247], [3.05006, -3.85561, 3.69785], [-0.13233, -3.17264, 4.60113], [0.34756, -1.48684, 4.88296]],
  "atomic_forces_ev_per_a": [[-0.03, -0.39, 0.13], [0.32, 0.71, -1.28], [-0.06, -0.40, 0.91], [-0.12, -0.73, 0.08], [0.40, -0.30, -0.40], [-0.24, 0.05, 0.03], [-0.22, 0.08, 0.42], [0.12, 0.40, -0.28], [0.31, 0.20, -0.31], [0.02, 0.38, 1.89], [-0.61, 0.09, -1.49], [0.31, 0.04, 0.13], [0.23, -0.06, -0.30], [0.17, 0.06, -0.10], [-0.15, 0.15, -0.16], [-0.04, -0.14, 0.18], [-0.12, -0.17, 0.08], [-0.12, 0.07, -0.18], [0.14, 0.05, 0.07], [0.12, 0.15, 0.03], [0.02, 0.08, -0.18], [0.12, -0.13, 0.11], [0.07, -0.06, 0.08], [0.03, -0.07, 0.06], [-0.26, 0.03, 0.05], [-0.12, 0.00, 0.04], [-0.07, 0.00, 0.04], [0.06, -0.08, -0.06], [0.18, 0.01, 0.12], [-0.21, -0.02, 0.18], [-0.21, -0.03, 0.15], [0.40, 0.08, 0.16], [-0.64, -0.11, 0.27], [0.63, -0.18, -0.08], [-0.27, 0.14, -0.47], [-0.28, 0.38, -0.10], [0.48, -0.06, -0.34], [0.23, -0.29, -0.12], [-0.10, -0.20, 0.19], [-0.29, -0.14, 0.36], [-0.32, 0.40, 0.09], [0.19, -0.17, -0.43], [0.16, -0.08, 0.49], [-0.17, 0.27, -0.32], [-0.35, 0.38, 0.02], [0.37, -0.26, -0.15], [-0.09, -0.03, 0.17], [0.12, 0.23, -0.35], [-0.03, 0.09, 0.02], [-0.06, 0.04, 0.07], [0.11, -0.09, 0.03], [0.07, -0.13, -0.04], [-0.02, -0.10, 0.06], [-0.07, -0.04, 0.08], [-0.02, 0.00, 0.04], [-0.12, 0.06, 0.06], [-0.12, -0.09, 0.14], [0.13, -0.07, 0.05], [0.07, 0.02, 0.07]]
}

***

(4)
{
  "formula": "C20H33N6O2",
  "method": "ωB97M-V with the def2-TZVPD basis set",
  "spin_multiplicity": 1,
  "relative_energy_ev": 19.3588,
  "lumo_energy_ev": -2.85,
  "charge": 1,
  "species": ["C", "H", "C", "C", "H", "C", "H", "H", "C", "C", "N", "N", "N", "N", "C", "C", "H", "H", "O", "C", "H", "H", "H", "H", "H", "H", "N", "H", "C", "C", "N", "C", "C", "C", "C", "C", "C", "H", "H", "H", "O", "C", "H", "H", "H", "H", "C", "C", "H", "H", "H", "H", "H", "H", "H", "H", "H", "H", "H", "H", "H"],
  "coordinates": [[5.25768, 3.57453, -0.03171], [6.19951, 4.00456, -0.65030], [4.74231, 2.55288, -0.97666], [3.45827, 1.77968, -0.25153], [3.78422, 1.20790, 0.56403], [2.71095, 0.62791, -1.02812], [3.46137, -0.10155, -1.23160], [2.31473, 1.15956, -2.11096], [1.66070, -0.08277, -0.41804], [1.18148, -1.21256, -1.20939], [0.03582, -0.86394, -1.96976], [-0.14528, -2.13942, -2.69295], [0.87716, -3.22365, -2.33829], [1.66068, -2.33389, -1.30434], [2.71337, -3.10969, -0.80903], [2.22204, -3.66468, 0.80908], [3.13980, -4.41036, 1.14451], [1.36125, -4.31574, 0.65512], [2.12499, -2.43982, 1.48736], [1.70723, -2.92375, 2.98846], [0.77966, -3.58170, 2.80912], [1.48189, -1.97760, 3.62572], [2.56058, -3.43952, 3.33611], [2.95269, -3.87870, -1.14577], [3.56138, -2.23514, -0.80548], [2.27380, -0.57820, 0.52422], [0.63011, 0.56081, 0.23883], [1.11700, 1.57584, 0.83991], [-0.22288, 1.51632, -0.63591], [-1.09771, 2.42627, 0.06883], [-2.02251, 1.82508, 0.77984], [-3.27062, 1.21920, 0.13882], [-3.62620, -0.03074, 0.40929], [-4.90215, -0.61841, -0.16199], [-5.71976, 0.35140, -0.80905], [-5.22556, 1.93475, -0.89106], [-4.03897, 2.15942, -0.56920], [-3.78691, 3.21131, -0.20550], [-5.91755, 2.48796, -1.41974], [-6.74760, 0.25059, -1.14073], [-5.08441, -1.87869, 0.21679], [-6.51673, -2.24044, -0.21223], [-6.48835, -3.40855, -0.14548], [-6.47282, -2.36455, -1.51351], [-7.34574, -1.74999, -0.07643], [-2.92424, -0.88869, 0.88809], [-1.22566, 0.78792, 1.80446], [-0.19836, -0.20058, 1.09271], [-0.85093, -0.61757, 0.27231], [0.09856, -0.59031, 1.82086], [-1.98102, 0.37454, 2.32320], [-0.72079, 1.60321, 2.38126], [-1.50555, 3.09575, -0.83999], [-0.51006, 3.09070, 0.72509], [-0.55190, 0.79340, -1.29477], [0.58864, 2.25482, -1.12331], [2.65340, 2.53511, -0.06181], [5.25726, 1.70987, -1.11027], [4.26983, 2.96608, -1.88154], [5.71563, 3.17500, 1.12514], [4.54628, 4.28884, -0.00272]],
  "atomic_forces_ev_per_a": [[6.27, -1.97, 0.54], [-1.90, -0.52, 1.92], [-5.80, -0.25, 1.89], [-1.57, 0.70, -2.07], [0.73, 0.14, 2.08], [1.80, 5.60, -5.55], [0.57, -0.53, -0.82], [1.20, -1.77, 2.58], [3.36, -4.52, 4.98], [-4.42, 5.79, -1.08], [2.89, -7.90, -1.54], [3.27, -1.24, 2.36], [-3.47, 9.17, 1.28], [-1.37, -8.57, -4.84], [-1.35, 14.02, 10.68], [4.59, 0.49, -3.18], [-2.12, 2.05, -0.45], [-0.51, 0.52, 0.25], [-1.47, -2.53, 3.76], [-1.85, 2.41, -2.41], [1.51, 1.06, 0.62], [0.39, -1.74, -1.31], [0.70, -0.63, 0.50], [3.34, -11.67, -7.00], [-1.10, -2.96, 0.74], [-1.57, 0.74, -1.95], [0.75, 9.15, 3.36], [-1.01, -4.09, -1.45], [5.04, 1.45, -1.49], [1.43, 3.80, -3.98], [-4.61, -5.78, 4.52], [3.55, 1.12, 1.47], [-0.30, -4.68, -0.61], [1.48, 5.13, 0.57], [1.78, 2.01, 0.88], [-5.86, -8.43, -1.96], [5.32, 4.17, 4.01], [0.12, -0.96, -1.51], [-1.24, 1.63, -0.45], [0.27, -0.50, -0.02], [-4.34, 0.13, -1.18], [7.49, -7.73, -6.07], [-0.67, 2.36, 1.04], [0.06, 1.10, 3.46], [-3.93, 3.22, 2.07], [-1.78, 2.42, -0.96], [1.31, 5.01, -4.19], [-9.52, 7.48, -10.35], [0.49, -1.34, 1.65], [5.73, -7.27, 9.98], [-2.12, -1.87, 1.94], [0.04, -1.10, 0.05], [0.52, -1.10, 2.15], [0.18, 0.24, -0.24], [-1.77, -0.30, -1.89], [-1.54, -2.07, 0.54], [0.83, -0.26, 0.62], [3.12, -2.67, -1.28], [0.81, -0.02, 0.11], [-1.72, 1.17, -3.70], [-2.01, 2.70, 0.94]]
}

***

Number 1: electronic energy -120339.9714 eV. Number 2: electronic energy -108330.8969 eV. Number 3: electronic energy -31887.9633 eV. Number 4: electronic energy -34284.3091 eV.